DFT (ωB97M-V/def2-TZVPD) results for C40H45Cl2N10O5PS3Zr as an isolated structure.

Positions of all 107 atoms, in Å:
Zr (1.0689, 1.1050, 0.6628)
C (3.9310, 2.0632, -1.1077)
O (3.3509, 1.3273, -0.0172)
C (4.2061, 0.3658, 0.5476)
C (5.4504, 0.0396, 0.0519)
C (6.2253, -0.8820, 0.7484)
C (5.7518, -1.4371, 1.9246)
C (4.4944, -1.1046, 2.4099)
C (3.6892, -0.2205, 1.6995)
N (2.4151, 0.2140, 2.0976)
N (2.1100, -0.2600, 3.3286)
C (1.1722, 0.3599, 4.0650)
C (0.4665, 1.5110, 3.6604)
O (0.6221, 2.0047, 2.4315)
C (-0.4368, 2.1476, 4.5375)
C (-0.7157, 1.6198, 5.7625)
C (-0.0557, 0.4431, 6.2138)
C (-0.3378, -0.1111, 7.4837)
C (0.3407, -1.2070, 7.9412)
C (1.3599, -1.7753, 7.1504)
C (1.6474, -1.2561, 5.9140)
C (0.9261, -0.1592, 5.3975)
H (4.9080, 2.4362, -0.8048)
H (3.2770, 2.8979, -1.3233)
H (4.0256, 1.4205, -1.9828)
H (5.8339, 0.4746, -0.8574)
H (7.2002, -1.1515, 0.3679)
H (6.3662, -2.1359, 2.4757)
H (4.1275, -1.5256, 3.3321)
H (-0.9131, 3.0580, 4.1937)
H (-1.4340, 2.0959, 6.4180)
H (-1.0985, 0.3583, 8.0957)
H (0.1211, -1.6185, 8.9175)
H (1.9383, -2.6057, 7.5358)
H (2.4467, -1.6728, 5.3141)
C (1.6360, -4.8292, -0.3193)
C (0.8166, -3.8707, 0.5186)
O (-0.2079, -3.1763, -0.2222)
P (0.1055, -2.0865, -1.3476)
S (-1.5395, -1.1248, -1.7403)
S (1.7890, -1.0752, -0.8237)
O (0.6611, -2.8873, -2.6199)
C (-0.2335, -3.7144, -3.4033)
C (-0.4039, -3.1071, -4.7757)
H (2.2944, -5.3972, 0.3391)
H (2.2488, -4.3063, -1.0513)
H (0.9847, -5.5323, -0.8400)
H (1.4668, -3.1265, 0.9868)
H (0.2647, -4.4017, 1.2909)
H (-1.1922, -3.8005, -2.8902)
H (0.2347, -4.6969, -3.4450)
H (-0.8985, -2.1383, -4.6966)
H (-1.0196, -3.7551, -5.4003)
H (0.5649, -2.9774, -5.2590)
S (1.0570, 5.9825, 0.3402)
C (2.4282, 5.4036, 1.1809)
C (2.4883, 4.0565, 1.0987)
N (1.4706, 3.4846, 0.3633)
C (0.6438, 4.3964, -0.0819)
H (3.1032, 6.0656, 1.6947)
H (3.2310, 3.4229, 1.5589)
H (-0.2382, 4.1611, -0.6581)
C (-1.8450, -0.4406, -7.7829)
C (-2.7960, 0.1858, -6.7996)
C (-3.8740, -0.5241, -6.2879)
C (-4.7457, 0.0506, -5.3719)
C (-4.5578, 1.3616, -4.9658)
N (-5.4448, 1.9586, -4.0262)
C (-5.1594, 2.2768, -2.7237)
O (-6.0091, 2.6913, -1.9615)
N (-3.8553, 2.0215, -2.3430)
C (-3.3371, 2.1364, -1.0555)
C (-4.0822, 2.3860, 0.0913)
C (-3.4148, 2.3581, 1.3041)
C (-2.0645, 2.0884, 1.3561)
N (-1.3281, 1.8735, 0.2538)
C (-1.9683, 1.9216, -0.9150)
C (-3.4959, 2.0961, -5.4920)
C (-2.6203, 1.5068, -6.3862)
H (-2.1151, -1.4750, -7.9886)
H (-0.8234, -0.4287, -7.3999)
H (-1.8465, 0.1036, -8.7282)
H (-4.0336, -1.5485, -6.6004)
H (-5.5677, -0.5233, -4.9629)
H (-6.4348, 1.9513, -4.2166)
H (-3.2449, 1.6107, -3.0342)
H (-5.1427, 2.5652, 0.0249)
H (-3.9543, 2.5215, 2.2264)
H (-1.5548, 2.0319, 2.2998)
H (-1.3911, 1.7111, -1.8016)
H (-3.3805, 3.1324, -5.1974)
H (-1.7983, 2.0859, -6.7879)
Cl (1.1933, 1.4027, -5.1330)
C (1.0478, 0.6887, -3.5430)
Cl (0.9918, 1.9896, -2.2811)
H (1.9111, 0.0769, -3.3149)
H (0.1145, 0.1411, -3.4423)
N (-1.9908, -2.7302, 4.9985)
C (-1.2117, -2.3095, 3.9998)
N (0.0292, -2.7862, 3.9010)
N (-1.7723, -1.4498, 3.1345)
C (-0.9871, -0.9217, 2.2572)
N (-0.2802, -0.4459, 1.4671)
H (-1.6287, -3.2845, 5.7546)
H (-2.8866, -2.2875, 5.1067)
H (0.4375, -3.2267, 4.7086)
H (0.6815, -2.3326, 3.2757)

Results
Maximum force: 0.0118 hartree/bohr
Total charge: +1
Multiplicity: 2
⟨S²⟩: 0.79
Energy relative to the best compared isomer or geometry (same formula, charge and spin): 0.000 eV

Here are the Mulliken charges for atoms 1 to 6, given in e:
1. Zr 0.2558
2. C -1.6478
3. O 1.4537
4. C 0.3579
5. C -0.9732
6. C -0.9920

=====

DFT (ωB97M-V/def2-TZVPD) results for C40H45Cl3N7O2SSi2V as an isolated structure.

Positions of all 101 atoms, in Å:
V (-0.3891, -0.9518, -0.6043)
O (-0.7121, 2.1400, 2.1938)
C (-0.7226, 1.0654, 1.5412)
N (-0.9369, 0.8697, 0.2652)
C (-1.2314, 1.9569, -0.6267)
C (-1.6393, 1.3997, -1.9750)
C (-2.4998, 2.0921, -2.8175)
C (-2.8525, 1.5250, -4.0299)
C (-2.3472, 0.2763, -4.3638)
C (-1.4992, -0.3523, -3.4717)
N (-1.1396, 0.2044, -2.3122)
C (-0.5194, -0.2511, 2.2711)
C (-0.6742, -0.3233, 3.6465)
C (-0.5940, -1.5615, 4.2633)
C (-0.3731, -2.6907, 3.4865)
C (-0.2312, -2.5378, 2.1172)
N (-0.2923, -1.3442, 1.5254)
H (-0.3505, 2.5949, -0.8004)
H (-2.0080, 2.6282, -0.2419)
H (-2.9002, 3.0486, -2.5060)
H (-3.5317, 2.0403, -4.6978)
H (-2.6206, -0.2146, -5.2876)
H (-1.0975, -1.3428, -3.6502)
H (-0.8797, 0.5892, 4.1886)
H (-0.7198, -1.6501, 5.3355)
H (-0.3257, -3.6777, 3.9256)
H (-0.0799, -3.3834, 1.4547)
C (1.8872, -1.0774, -3.5374)
Si (1.7182, -2.7042, -2.5745)
C (3.3242, -2.9287, -1.5884)
C (1.8359, -3.9974, -3.9593)
N (0.3102, -2.7260, -1.6311)
C (-0.6305, -3.7449, -1.5604)
C (-0.3462, -5.0828, -1.8534)
C (-1.3143, -6.0869, -1.8362)
C (-2.6104, -5.7571, -1.4930)
C (-2.9106, -4.4416, -1.1387)
C (-1.9592, -3.4101, -1.1249)
N (-2.2090, -2.1087, -0.7006)
Si (-3.7691, -1.6738, -0.1657)
C (-5.1117, -1.8386, -1.4974)
C (-3.9492, 0.1300, 0.3510)
C (-4.3318, -2.6021, 1.3906)
H (2.9318, -0.8644, -3.7881)
H (1.4868, -0.2316, -2.9808)
H (1.3318, -1.1493, -4.4781)
H (4.1324, -3.2571, -2.2505)
H (3.1946, -3.6910, -0.8147)
H (3.6471, -2.0062, -1.1004)
H (2.5746, -3.6422, -4.6865)
H (0.8809, -4.1215, -4.4770)
H (2.1583, -4.9825, -3.6170)
H (0.6756, -5.3457, -2.1005)
H (-1.0417, -7.1065, -2.0851)
H (-3.3927, -6.5081, -1.4762)
H (-3.9289, -4.2212, -0.8457)
H (-4.8492, -1.1843, -2.3356)
H (-6.0799, -1.5072, -1.1076)
H (-5.2302, -2.8471, -1.8949)
H (-3.7428, 0.8233, -0.4669)
H (-3.3279, 0.4089, 1.2023)
H (-4.9972, 0.2706, 0.6387)
H (-4.3658, -3.6861, 1.2749)
H (-5.3223, -2.2581, 1.7067)
H (-3.6292, -2.3793, 2.2010)
Cl (3.3183, 0.7475, 6.5867)
C (3.3760, 1.6529, 5.1035)
C (2.2032, 1.9933, 4.4573)
C (2.2644, 2.7106, 3.2737)
C (3.4787, 3.0841, 2.7091)
C (3.5427, 3.8001, 1.3745)
C (3.9020, 2.8339, 0.2213)
N (3.2045, 1.5589, 0.2030)
C (3.4323, 0.4927, 1.0496)
C (2.5120, -0.4513, 0.7215)
N (1.7243, 0.0028, -0.3125)
C (2.1761, 1.1960, -0.6022)
O (2.4141, 4.6277, 1.1571)
C (1.3224, 4.1019, 0.4037)
C (0.1919, 5.0742, 0.4642)
C (-0.0836, 5.9987, -0.4937)
Cl (0.7984, 6.2722, -1.9460)
S (-1.4695, 6.9456, -0.1365)
C (-1.7084, 6.0864, 1.3334)
C (-0.7664, 5.1306, 1.5220)
C (4.6341, 2.7310, 3.3987)
Cl (6.2107, 3.1503, 2.7680)
C (4.6053, 2.0210, 4.5877)
H (1.2439, 1.6947, 4.8550)
H (1.3251, 2.9330, 2.7863)
H (4.3798, 4.5003, 1.4186)
H (4.9701, 2.6300, 0.2933)
H (3.7316, 3.3351, -0.7310)
H (4.2145, 0.5040, 1.7880)
H (2.3716, -1.4296, 1.1473)
H (1.8024, 1.8297, -1.3905)
H (0.9786, 3.1440, 0.7979)
H (1.6196, 3.9744, -0.6405)
H (-2.5503, 6.3205, 1.9644)
H (-0.7661, 4.4306, 2.3450)
H (5.5232, 1.7596, 5.0938)

Results
Maximum force: 0.0103 hartree/bohr
Total charge: -1
Multiplicity: 4
⟨S²⟩: 3.76
Energy relative to the best compared isomer or geometry (same formula, charge and spin): 0.000 eV

Here are the Mulliken charges for atoms 1 to 6, given in e:
1. V -1.0648
2. O -0.7558
3. C -0.5790
4. N 1.2033
5. C 0.0259
6. C -0.5415

=====

DFT (ωB97M-V/def2-TZVPD) results for C40H45ClIrN4O2 as an isolated structure.

Positions of all 93 atoms, in Å:
Ir (-0.1795, 0.0266, 0.5269)
C (4.6242, -0.4171, -0.9893)
C (4.0023, 0.5100, 0.0531)
C (3.7046, -0.1544, 1.3818)
C (4.6739, -0.9736, 1.9614)
C (4.4520, -1.6060, 3.1673)
C (3.2483, -1.4283, 3.8363)
C (2.2583, -0.6156, 3.3081)
C (0.9600, -0.3678, 4.0382)
C (0.7323, -1.2103, 5.2860)
C (2.5040, 0.0215, 2.0814)
N (1.4626, 0.8241, 1.5064)
C (1.6732, 2.0831, 1.2400)
C (0.7842, 2.7250, 0.3536)
C (0.6370, 4.0157, -0.1663)
C (-0.4115, 3.9495, -1.0789)
C (-0.8620, 2.6215, -1.0950)
N (-0.1417, 1.8906, -0.2405)
H (4.8866, 0.1494, -1.8829)
H (3.9091, -1.1865, -1.2752)
H (5.5292, -0.9067, -0.6320)
H (3.0942, 0.9234, -0.3800)
H (4.6721, 1.3570, 0.2338)
H (5.6177, -1.1153, 1.4512)
H (5.2177, -2.2391, 3.5963)
H (3.0906, -1.9242, 4.7837)
H (0.1355, -0.5476, 3.3444)
H (0.9133, 0.6938, 4.3056)
H (0.7807, -2.2761, 5.0554)
H (-0.2554, -1.0078, 5.7007)
H (1.4645, -1.0005, 6.0659)
H (2.5403, 2.5863, 1.6576)
H (1.2308, 4.8788, 0.0874)
H (-0.8019, 4.7533, -1.6804)
H (-1.6533, 2.1836, -1.6849)
C (-5.5170, -1.5810, -3.7281)
C (-5.4606, -2.1109, -2.2874)
C (-5.4140, -3.6464, -2.3017)
C (-6.7205, -1.6627, -1.5484)
C (-4.1927, -1.5924, -1.6246)
C (-2.9412, -1.8967, -2.1633)
C (-1.7943, -1.4298, -1.5624)
N (-1.8334, -0.6757, -0.4591)
C (-3.0206, -0.3627, 0.0833)
C (-4.2062, -0.8084, -0.4769)
C (-2.9331, 0.4982, 1.2818)
C (-4.0241, 0.9978, 1.9598)
C (-3.8602, 1.8506, 3.0519)
C (-2.5532, 2.1683, 3.3996)
C (-1.4950, 1.6353, 2.6883)
N (-1.6736, 0.8033, 1.6639)
C (-5.0779, 2.3906, 3.7875)
C (-4.6854, 3.3167, 4.9376)
C (-5.9482, 3.1760, 2.7945)
C (-5.8763, 1.2068, 4.3527)
H (-6.4212, -1.9467, -4.2158)
H (-4.6638, -1.9146, -4.3191)
H (-5.5390, -0.4901, -3.7453)
H (-6.3158, -4.0346, -2.7763)
H (-5.3629, -4.0477, -1.2882)
H (-4.5564, -4.0219, -2.8606)
H (-7.5964, -2.0566, -2.0633)
H (-6.8151, -0.5749, -1.5284)
H (-6.7478, -2.0398, -0.5239)
H (-2.8489, -2.5007, -3.0545)
H (-0.8083, -1.6460, -1.9513)
H (-5.1428, -0.5397, -0.0145)
H (-5.0173, 0.7303, 1.6305)
H (-2.3338, 2.8343, 4.2201)
H (-0.4705, 1.8693, 2.9348)
H (-4.1321, 4.1892, 4.5855)
H (-4.0853, 2.7997, 5.6886)
H (-5.5877, 3.6778, 5.4309)
H (-5.3956, 4.0128, 2.3644)
H (-6.8217, 3.5749, 3.3112)
H (-6.3058, 2.5474, 1.9780)
H (-5.2757, 0.6279, 5.0562)
H (-6.2224, 0.5350, 3.5659)
H (-6.7548, 1.5782, 4.8814)
Cl (4.7624, -6.7665, 0.5344)
C (3.6778, -5.4221, 0.4743)
C (2.9517, -5.0857, 1.6081)
C (2.0888, -4.0066, 1.5590)
C (1.9669, -3.2679, 0.3863)
C (2.6984, -3.6184, -0.7450)
C (3.5540, -4.7034, -0.7074)
C (1.0919, -2.0917, 0.3684)
O (0.1868, -1.9148, 1.2430)
O (1.2189, -1.1605, -0.5012)
H (3.0690, -5.6651, 2.5129)
H (1.5164, -3.7172, 2.4300)
H (2.5879, -3.0446, -1.6551)
H (4.1255, -4.9945, -1.5772)

Results
Maximum force: 0.0032 hartree/bohr
Total charge: +1
Energy relative to the best compared isomer or geometry (same formula, charge and spin): 0.000 eV

Here are the Mulliken charges for atoms 1 to 6, given in e:
1. Ir 1.1162
2. C -1.2000
3. C -0.5059
4. C 1.0490
5. C -0.5847
6. C -1.3859